{"formula": "C29H27F5GaGeN4O2Te", "method": "the ωB97M-V functional and the def2-TZVPD basis", "elements": ["Ga", "N", "C", "O", "C", "C", "C", "C", "N", "C", "H", "H", "H", "H", "H", "H", "F", "Te", "F", "F", "F", "F", "O", "C", "C", "N", "C", "C", "N", "H", "H", "H", "H", "H", "H", "C", "Ge", "C", "C", "C", "C", "C", "C", "C", "C", "C", "C", "C", "C", "C", "C", "C", "C", "C", "C", "H", "H", "H", "H", "H", "H", "H", "H", "H", "H", "H", "H", "H", "H", "H"], "positions_angstrom": [[-1.089, 2.078, 0.601], [2.543, 5.246, -1.385], [3.421, 4.271, -1.658], [4.588, 4.488, -1.954], [2.916, 2.856, -1.578], [3.647, 1.887, -2.264], [3.192, 0.591, -2.198], [2.073, 0.277, -1.462], [1.398, 1.200, -0.702], [1.825, 2.511, -0.816], [2.886, 6.188, -1.475], [1.539, 5.117, -1.307], [4.524, 2.178, -2.821], [3.680, -0.210, -2.737], [1.659, -0.718, -1.468], [1.277, 3.216, -0.205], [-1.883, 1.894, 2.215], [-1.871, 4.979, -0.213], [-2.707, 5.583, -1.808], [-3.710, 4.652, 0.377], [-0.261, 3.799, 1.159], [-0.222, 5.415, -1.274], [-1.787, 3.234, -0.776], [-2.948, 1.275, -2.489], [-3.298, 0.539, -1.246], [-2.747, 0.690, -0.064], [-3.383, -0.178, 0.796], [-4.318, -0.882, 0.109], [-4.253, -0.415, -1.186], [-1.869, 1.403, -2.554], [-3.374, 2.277, -2.472], [-3.302, 0.735, -3.368], [-3.117, -0.206, 1.836], [-5.006, -1.648, 0.408], [-4.814, -0.721, -1.963], [0.370, 0.832, 0.146], [0.330, -1.016, 0.665], [-0.679, -1.272, 2.324], [-0.540, -0.347, 3.357], [-1.211, -0.519, 4.561], [-2.028, -1.624, 4.751], [-2.177, -2.554, 3.730], [-1.508, -2.374, 2.528], [2.183, -1.601, 1.034], [2.796, -2.683, 0.407], [4.114, -3.023, 0.688], [4.846, -2.275, 1.601], [4.252, -1.189, 2.229], [2.933, -0.860, 1.946], [-0.381, -2.256, -0.711], [-0.834, -1.714, -1.912], [-1.352, -2.516, -2.921], [-1.424, -3.890, -2.744], [-0.966, -4.454, -1.560], [-0.447, -3.643, -0.559], [0.061, 0.540, 3.207], [-1.113, 0.224, 5.340], [-2.558, -1.754, 5.686], [-2.824, -3.412, 3.865], [-1.666, -3.090, 1.730], [2.247, -3.267, -0.322], [4.571, -3.868, 0.188], [5.875, -2.532, 1.815], [4.818, -0.593, 2.933], [2.483, -0.002, 2.433], [-0.770, -0.639, -2.050], [-1.691, -2.069, -3.847], [-1.826, -4.521, -3.527], [-1.009, -5.527, -1.419], [-0.080, -4.105, 0.351]], "nbo_charge": [1.932, -0.808, 0.657, -0.649, -0.132, -0.250, -0.152, -0.063, -0.251, -0.009, 0.392, 0.445, 0.237, 0.209, 0.214, 0.260, -0.776, 2.549, -0.668, -0.717, -0.777, -0.743, -1.257, -0.659, 0.409, -0.537, -0.057, -0.117, -0.517, 0.252, 0.268, 0.200, 0.249, 0.212, 0.412, -1.034, 1.564, -0.353, -0.188, -0.212, -0.221, -0.224, -0.242, -0.428, -0.229, -0.209, -0.225, -0.233, -0.141, -0.453, -0.213, -0.213, -0.224, -0.245, -0.153, 0.229, 0.211, 0.202, 0.200, 0.208, 0.209, 0.201, 0.203, 0.207, 0.209, 0.225, 0.205, 0.204, 0.204, 0.202], "multiplicity": 1, "charge": -1, "homo_lumo_gap_ev": 6.411, "e_above_lowest_kj_mol": 0.00}

***

{"formula": "C5H9N3O5", "method": "the ωB97M-V functional and the def2-TZVPD basis", "elements": ["C", "C", "C", "C", "C", "N", "N", "N", "O", "O", "O", "O", "O", "H", "H", "H", "H", "H", "H", "H", "H", "H"], "positions_angstrom": [[1.289, -0.959, 0.054], [1.600, 0.368, -0.024], [2.131, -2.178, -0.218], [0.102, 2.341, 0.402], [-3.440, 0.023, -0.788], [0.515, 0.976, 0.552], [-0.388, 0.107, 0.975], [0.117, -1.105, 0.730], [-0.406, -2.234, 1.171], [2.646, 0.916, -0.344], [3.471, -1.873, -0.088], [1.158, 3.104, 0.033], [-3.256, -0.913, -0.061], [1.852, -2.450, -1.182], [1.798, -2.886, 0.593], [-0.279, 2.718, 1.447], [-0.691, 2.456, -0.258], [-2.981, 0.987, -0.558], [-3.918, 0.011, -1.871], [3.629, -0.912, -0.167], [1.958, 2.416, -0.185], [-1.120, -1.866, 1.733]], "nbo_charge": [-0.024, 0.498, -0.066, 0.137, 0.292, -0.205, -0.124, 0.202, -0.450, -0.708, -0.717, -0.739, -0.506, 0.177, 0.188, 0.154, 0.156, 0.106, 0.108, 0.503, 0.510, 0.507], "multiplicity": 1, "homo_lumo_gap_ev": 8.998, "e_above_lowest_kj_mol": 0.00}